[1]
97
Properties=species:S:1:pos:R:3:mulliken_charge:R:1 method="wB97M-V/def2-TZVPD" e_tot_ha=-4578.3926 multiplicity=2 fmax_ev_per_a=1.8
Mn 0.31 0.37 -0.19 -0.55
C 0.26 -4.67 5.40 -1.54
C 0.34 -3.34 4.71 1.16
C -0.80 -2.64 4.36 -1.16
C -0.72 -1.43 3.69 -0.16
C 0.52 -0.90 3.37 0.48
C 1.68 -1.59 3.72 -0.56
C 1.58 -2.80 4.39 -0.92
S 0.70 0.66 2.53 0.89
O 1.79 0.46 1.56 -0.78
O 0.90 1.66 3.54 -0.70
N -0.55 0.87 1.58 0.88
C -1.77 1.38 1.97 0.29
C -2.07 1.80 3.28 -1.14
C -3.32 2.31 3.53 -0.91
C -4.25 2.40 2.49 -0.93
C -3.85 1.97 1.25 -0.48
N -2.65 1.47 0.98 0.40
H -0.76 -4.86 5.75 0.37
H 0.93 -4.71 6.26 0.37
H 0.54 -5.48 4.73 0.29
H -1.77 -3.05 4.60 0.35
H -1.62 -0.90 3.42 0.16
H 2.64 -1.18 3.46 0.59
H 2.48 -3.33 4.66 0.42
H -1.32 1.75 4.06 0.60
H -3.57 2.64 4.53 0.45
H -5.25 2.80 2.65 0.45
H -4.54 2.02 0.41 0.38
C 0.98 -3.78 0.75 -2.13
C 1.20 -2.46 0.06 1.24
O 0.50 -1.51 0.46 1.20
C 2.18 -2.32 -1.00 0.04
C 2.96 -3.44 -1.37 -1.49
C 3.91 -3.37 -2.36 -1.06
C 4.11 -2.14 -3.00 -0.47
C 3.37 -1.03 -2.68 -1.09
C 2.37 -1.07 -1.67 0.67
O 1.69 0.01 -1.46 0.78
H 0.23 -3.64 1.52 0.12
H 1.90 -4.14 1.21 0.57
H 0.64 -4.53 0.04 0.45
H 2.80 -4.38 -0.86 0.45
H 4.49 -4.23 -2.62 0.42
H 4.86 -2.06 -3.78 0.44
H 3.53 -0.09 -3.18 0.39
C -2.76 -1.74 0.52 -0.83
C -2.25 -2.32 -0.74 0.72
C -2.45 -3.66 -1.06 -0.79
C -1.96 -4.21 -2.24 -1.09
C -1.26 -3.41 -3.13 -0.94
C -1.04 -2.06 -2.86 1.30
C -0.32 -1.21 -3.86 -1.62
C -1.53 -1.55 -1.66 -1.20
N -1.22 -0.18 -1.35 1.74
C -1.91 0.75 -1.93 1.60
C -3.14 0.57 -2.72 -2.31
C -1.30 2.12 -1.76 1.04
C -1.96 3.29 -2.38 -2.16
N -0.17 2.16 -1.10 1.48
C 0.56 3.39 -1.10 -1.48
C 0.42 4.30 -0.05 0.75
C -0.48 4.05 1.12 -0.95
C 1.17 5.47 -0.11 -1.02
C 2.03 5.72 -1.16 -1.01
C 2.14 4.80 -2.20 -1.07
C 1.40 3.63 -2.19 1.57
C 1.45 2.70 -3.36 -1.19
H -3.20 -2.52 1.15 0.58
H -3.53 -0.99 0.34 0.20
H -1.96 -1.25 1.07 -0.15
H -3.00 -4.27 -0.36 0.44
H -2.13 -5.25 -2.46 0.40
H -0.87 -3.83 -4.05 0.49
H 0.36 -1.83 -4.44 0.51
H 0.26 -0.42 -3.38 0.01
H -1.03 -0.75 -4.55 0.28
H -3.49 -0.46 -2.65 0.45
H -2.97 0.80 -3.77 0.39
H -3.92 1.24 -2.36 0.50
H -2.21 3.09 -3.43 0.46
H -1.34 4.18 -2.33 0.49
H -2.90 3.49 -1.86 0.36
H 0.04 3.46 1.87 0.17
H -1.38 3.51 0.84 0.01
H -0.77 5.00 1.57 0.59
H 1.07 6.19 0.69 0.47
H 2.61 6.63 -1.18 0.40
H 2.80 5.00 -3.03 0.44
H 2.27 2.97 -4.02 0.52
H 0.53 2.76 -3.94 0.25
H 1.57 1.66 -3.04 -0.03
Cl 3.19 3.13 1.13 -0.11
C 3.99 1.84 0.24 0.99
Cl 5.51 1.34 1.00 -0.22
H 4.21 2.20 -0.75 0.24
H 3.31 0.98 0.23 -0.92


[2]
101
Properties=species:S:1:pos:R:3:mulliken_charge:R:1 method="wB97M-V/def2-TZVPD" e_tot_ha=-3263.2155 charge=+1 fmax_ev_per_a=1.2
C 1.49 -0.19 -0.11 -1.38
C 0.26 0.51 -0.69 0.72
C 0.62 1.26 -1.97 -0.32
F -0.22 1.01 -3.00 -0.33
N 0.79 2.70 -1.76 0.69
N 2.06 3.21 -1.82 -0.44
C 1.97 4.51 -1.58 0.33
P 3.43 5.63 -1.57 0.89
O 3.75 5.98 -2.94 -0.62
O 2.97 6.84 -0.67 -0.38
O 4.57 4.82 -0.83 -0.50
N 0.74 4.89 -1.36 -0.53
C -0.01 3.76 -1.50 0.41
N -1.32 3.74 -1.38 0.21
Cl -2.08 5.24 -1.04 -0.02
C -2.21 2.63 -1.56 -0.91
C -2.59 1.75 -0.56 0.09
C -3.48 0.72 -0.87 -0.57
C -4.00 0.56 -2.15 -0.51
C -3.64 1.47 -3.15 -0.54
C -2.76 2.50 -2.84 -0.06
H 2.27 0.56 0.04 0.27
H 1.28 -0.71 0.81 0.23
H 1.86 -0.91 -0.85 0.43
H -0.03 1.27 0.04 -0.45
H -0.59 -0.14 -0.83 0.50
H 1.60 0.91 -2.28 0.50
H 2.89 2.68 -2.04 0.28
H 2.57 6.52 0.15 0.29
H 4.25 4.36 -0.04 0.37
H -2.20 1.84 0.44 0.70
H -3.74 0.02 -0.09 0.44
H -4.66 -0.24 -2.41 0.48
H -4.01 1.41 -4.16 0.37
H -2.48 3.21 -3.60 0.44
N -5.79 0.60 -5.85 -0.42
C -6.01 1.57 -6.74 -0.11
C -6.06 1.35 -8.11 -0.49
C -5.86 0.07 -8.58 -0.16
C -5.63 -0.95 -7.67 -0.53
C -5.60 -0.63 -6.32 -0.03
H -6.16 2.56 -6.33 0.35
H -6.24 2.18 -8.78 0.35
H -5.88 -0.14 -9.64 0.37
H -5.47 -1.97 -8.00 0.36
H -5.43 -1.40 -5.58 0.33
N -0.72 2.89 1.95 -0.03
C 0.09 3.92 2.13 0.14
C 0.57 4.35 3.35 -0.94
C 0.17 3.65 4.48 -0.22
C -0.69 2.57 4.33 -0.87
C -1.11 2.23 3.05 -0.12
H 0.38 4.43 1.21 0.25
H 1.23 5.21 3.43 0.48
H 0.51 3.95 5.46 0.42
H -1.03 2.00 5.18 0.39
H -1.77 1.39 2.89 0.39
N 1.22 -3.14 1.89 -0.34
C 0.10 -2.78 2.52 -0.13
C -0.71 -3.66 3.22 -0.55
C -0.34 -5.00 3.27 -0.18
C 0.82 -5.39 2.62 -0.38
C 1.55 -4.43 1.95 -0.34
H -0.16 -1.73 2.46 0.32
H -1.60 -3.31 3.72 0.35
H -0.94 -5.72 3.81 0.39
H 1.14 -6.42 2.63 0.46
H 2.47 -4.70 1.43 0.39
N -3.07 -7.04 2.93 -0.31
C -4.05 -6.28 3.41 0.09
C -5.33 -6.75 3.66 -0.59
C -5.61 -8.08 3.39 -0.19
C -4.60 -8.88 2.88 -0.45
C -3.35 -8.31 2.67 -0.22
H -3.79 -5.25 3.61 0.24
H -6.09 -6.09 4.06 0.36
H -6.59 -8.49 3.57 0.37
H -4.77 -9.92 2.65 0.36
H -2.53 -8.91 2.28 0.36
N 3.46 -7.82 1.82 -0.40
C 3.15 -8.57 0.77 -0.12
C 4.02 -8.85 -0.27 -0.48
C 5.30 -8.32 -0.21 -0.17
C 5.65 -7.54 0.88 -0.41
C 4.69 -7.32 1.87 -0.23
H 2.13 -8.96 0.75 0.36
H 3.71 -9.47 -1.10 0.36
H 6.02 -8.51 -0.99 0.37
H 6.63 -7.10 0.97 0.36
H 4.92 -6.72 2.74 0.37
N 4.77 8.61 3.09 -0.54
C 4.37 8.38 1.85 -0.36
C 5.20 8.40 0.74 -0.10
C 6.54 8.69 0.94 -0.50
C 6.99 8.94 2.23 -0.28
C 6.06 8.88 3.27 -0.24
H 3.31 8.17 1.74 0.45
H 4.82 8.21 -0.24 0.46
H 7.23 8.72 0.11 0.40
H 8.02 9.17 2.43 0.37
H 6.37 9.07 4.29 0.36


[3]
94
Properties=species:S:1:pos:R:3:mulliken_charge:R:1 method="wB97M-V/def2-TZVPD" e_tot_ha=-3064.5778 multiplicity=8 fmax_ev_per_a=2.1
Eu 0.06 -0.29 0.78 0.35
C -3.15 -3.53 0.64 -1.15
C -4.25 -3.00 -0.09 -0.66
C -4.12 -1.82 -0.73 -1.17
C -2.89 -1.07 -0.69 0.56
N -1.82 -1.64 -0.05 0.37
C -2.00 -2.80 0.61 0.17
C -2.76 0.26 -1.16 1.26
C -3.89 0.90 -1.75 -1.54
C -3.90 2.23 -2.01 -1.03
C -2.72 2.96 -1.75 -1.47
C -1.59 2.28 -1.34 0.31
N -1.56 0.96 -0.98 0.75
C -0.36 3.14 -1.37 0.70
C -0.26 4.31 -2.07 -1.08
C 0.82 5.26 -1.85 -0.71
C 1.95 4.92 -1.21 -1.62
C 2.11 3.49 -0.84 0.68
N 0.79 2.87 -0.60 0.89
H -3.21 -4.45 1.20 0.46
H -5.19 -3.54 -0.13 0.41
H -4.97 -1.43 -1.27 0.36
H -1.13 -3.16 1.16 0.10
H -4.78 0.32 -1.94 0.28
H -4.78 2.72 -2.40 0.43
H -2.71 4.02 -1.90 0.57
H -1.03 4.58 -2.77 0.61
H 0.69 6.26 -2.24 0.42
H 2.76 5.61 -1.05 0.48
H 2.70 2.95 -1.57 -0.29
N 0.93 -2.49 -0.69 -0.37
C 1.93 -3.50 -0.32 -0.07
C 1.67 -4.09 1.06 -0.76
C 2.19 -3.26 2.21 -0.44
N 1.47 -1.97 2.36 -0.24
H 0.02 -2.93 -0.81 0.33
H 1.16 -2.11 -1.62 0.14
H 2.92 -3.03 -0.33 -0.24
H 1.95 -4.31 -1.07 0.49
H 2.16 -5.07 1.11 0.46
H 0.60 -4.30 1.17 0.20
H 3.24 -3.05 2.04 0.08
H 2.13 -3.84 3.14 0.45
H 1.97 -1.37 3.01 0.18
H 0.57 -2.13 2.81 0.21
O 0.42 1.79 1.43 -0.61
C 1.07 2.51 0.65 -1.95
C 2.51 3.02 0.64 2.96
C 2.84 4.12 1.59 -0.88
C 4.08 4.25 2.11 -0.76
C 5.11 3.30 1.88 -0.92
C 4.78 2.15 1.20 -0.66
C 3.52 1.90 0.68 -0.06
P 2.96 0.34 0.04 2.19
C 4.37 -0.76 0.40 0.95
C 4.82 -0.78 1.73 -0.77
C 5.88 -1.58 2.11 -0.96
C 6.51 -2.40 1.17 -0.70
C 6.07 -2.39 -0.14 -0.55
C 5.03 -1.56 -0.53 -1.22
C 3.02 0.49 -1.80 -0.07
C 4.17 0.95 -2.45 0.40
C 4.16 1.18 -3.82 -0.85
C 3.00 0.97 -4.55 -0.70
C 1.86 0.52 -3.92 -1.11
C 1.87 0.28 -2.55 0.30
H 2.08 4.86 1.79 0.54
H 4.27 5.10 2.75 0.42
H 6.10 3.44 2.29 0.48
H 5.55 1.37 1.10 0.43
H 4.35 -0.14 2.46 0.59
H 6.22 -1.57 3.13 0.45
H 7.33 -3.03 1.47 0.41
H 6.55 -3.01 -0.88 0.45
H 4.71 -1.56 -1.56 0.47
H 5.06 1.17 -1.87 0.46
H 5.06 1.55 -4.31 0.43
H 2.99 1.17 -5.62 0.39
H 0.94 0.39 -4.48 0.50
H 0.93 -0.01 -2.07 0.03
C -2.65 1.00 2.42 -1.47
C -1.88 0.02 3.31 1.88
C -2.87 -0.94 3.96 -1.78
C -1.09 0.79 4.37 -1.74
O -0.97 -0.73 2.52 -0.04
H -3.30 1.63 3.04 0.62
H -3.28 0.46 1.71 0.21
H -1.99 1.67 1.86 0.31
H -3.64 -0.40 4.51 0.41
H -2.36 -1.61 4.65 0.35
H -3.36 -1.55 3.19 0.32
H -1.73 1.49 4.91 0.43
H -0.28 1.36 3.92 0.22
H -0.66 0.09 5.10 0.34


[4]
100
Properties=species:S:1:pos:R:3:mulliken_charge:R:1 method="wB97M-V/def2-TZVPD" e_tot_ha=-4175.7474 multiplicity=2 charge=+3 fmax_ev_per_a=2.8
Ir 0.24 0.05 -0.31 1.60
N -0.08 -1.01 1.35 -0.74
S 0.19 -1.99 2.47 1.95
N 1.04 -3.30 2.04 -0.16
S 2.05 -3.19 0.78 0.95
N -0.26 -4.48 -1.68 0.30
S -0.24 -1.73 -3.47 0.63
N -0.06 -1.92 -1.83 -0.17
C -1.51 -2.90 -3.95 0.11
C -1.28 -3.90 -4.88 -0.36
C -2.33 -4.75 -5.21 -0.80
C -3.57 -4.60 -4.61 -0.61
C -3.78 -3.58 -3.69 -0.79
C -2.75 -2.72 -3.35 -0.07
C 1.25 -2.40 -4.25 0.03
C 1.66 -1.73 -5.40 -0.43
C 2.80 -2.15 -6.05 -0.79
C 3.54 -3.21 -5.54 -0.63
C 3.12 -3.86 -4.39 -0.86
C 1.97 -3.45 -3.73 0.33
C 3.38 -2.09 1.29 0.28
C 3.57 -0.96 0.50 -0.54
C 4.55 -0.04 0.86 -0.83
C 5.31 -0.25 2.01 -0.64
C 5.10 -1.38 2.79 -0.74
C 4.14 -2.31 2.43 -0.42
C 2.88 -4.78 0.92 0.32
C 2.44 -5.75 1.81 -0.07
C 3.11 -6.96 1.86 -0.83
C 4.19 -7.20 1.01 -0.62
C 4.59 -6.24 0.11 -0.70
C 3.93 -5.02 0.05 -0.74
C 1.09 -1.29 3.86 0.43
C 1.71 -2.17 4.73 -0.36
C 2.32 -1.66 5.86 -0.84
C 2.31 -0.30 6.10 -0.62
C 1.70 0.57 5.21 -0.79
C 1.08 0.08 4.07 -0.58
C -1.34 -2.64 3.15 0.19
C -2.28 -3.10 2.23 -0.32
C -3.51 -3.53 2.69 -0.95
C -3.79 -3.50 4.05 -0.65
C -2.84 -3.03 4.95 -0.89
C -1.61 -2.59 4.50 -0.40
H -0.32 -4.02 -5.35 0.50
H -2.17 -5.52 -5.95 0.49
H -4.38 -5.26 -4.88 0.45
H -4.76 -3.45 -3.23 0.49
H -2.91 -1.92 -2.64 0.35
H 1.07 -0.91 -5.79 0.48
H 3.12 -1.65 -6.95 0.46
H 4.44 -3.54 -6.05 0.45
H 3.69 -4.70 -4.00 0.55
H 1.63 -3.95 -2.83 0.37
H 2.98 -0.82 -0.40 0.64
H 4.74 0.83 0.25 0.50
H 6.07 0.45 2.28 0.45
H 5.70 -1.55 3.67 0.50
H 3.98 -3.21 3.02 0.45
H 1.60 -5.53 2.46 0.50
H 2.79 -7.72 2.56 0.51
H 4.71 -8.14 1.07 0.46
H 5.43 -6.42 -0.54 0.49
H 4.25 -4.25 -0.65 0.46
H 1.69 -3.24 4.53 0.52
H 2.78 -2.34 6.57 0.50
H 2.77 0.10 7.00 0.46
H 1.69 1.63 5.40 0.49
H 0.59 0.72 3.36 0.39
H -2.05 -3.07 1.18 0.68
H -4.25 -3.88 1.99 0.49
H -4.76 -3.81 4.41 0.43
H -3.06 -3.00 6.01 0.46
H -0.88 -2.21 5.21 0.45
N 0.93 1.41 -2.33 -0.77
N -0.12 2.00 -3.05 -0.29
C -1.41 1.85 -2.70 0.98
N -2.31 2.53 -3.39 -0.43
S -1.92 0.78 -1.50 -0.41
H 1.47 2.13 -1.86 0.35
H 1.55 0.92 -2.97 0.24
H 0.11 2.72 -3.72 0.24
H -2.07 3.22 -4.09 0.22
H -3.29 2.42 -3.18 0.22
C 0.91 1.92 0.65 -1.34
H 0.40 2.03 1.60 0.26
H 0.67 2.79 0.04 0.41
H 1.98 1.87 0.83 0.44
S -0.73 -3.11 -0.97 -0.20
C -0.54 -5.69 -1.25 -0.13
N -1.25 -6.07 -0.16 0.22
C -1.37 -7.52 -0.07 -0.52
C -0.40 -8.01 -1.16 -0.55
N -0.09 -6.78 -1.88 -0.07
H -1.84 -5.45 0.37 -0.03
H -2.40 -7.83 -0.29 0.33
H -1.10 -7.86 0.93 0.35
H -0.85 -8.75 -1.81 0.34
H 0.52 -8.44 -0.74 0.31
H 0.57 -6.74 -2.64 0.24


[5]
98
Properties=species:S:1:pos:R:3:mulliken_charge:R:1 method="wB97M-V/def2-TZVPD" e_tot_ha=-7455.4102 fmax_ev_per_a=0.5
Al -0.28 0.49 -1.47 -0.37
C 3.23 0.67 -0.41 -1.22
As 1.84 1.98 -0.75 1.18
C 1.68 2.67 1.05 -0.72
C 2.80 3.37 -1.72 -0.03
C 4.05 3.07 -2.26 -0.61
C 4.78 4.03 -2.93 -0.68
C 4.28 5.31 -3.08 -0.92
C 3.03 5.61 -2.55 -0.26
C 2.27 4.66 -1.88 0.13
As 0.47 5.10 -1.22 0.51
C 0.85 6.90 -0.52 -1.23
C -0.29 5.65 -2.94 -1.23
H 4.08 1.15 0.08 0.53
H 3.54 0.18 -1.33 0.39
H 2.79 -0.07 0.25 0.10
H 2.65 3.09 1.35 0.54
H 1.41 1.83 1.70 0.09
H 0.90 3.42 1.10 0.23
H 4.46 2.07 -2.15 0.32
H 5.75 3.77 -3.34 0.40
H 4.84 6.07 -3.60 0.37
H 2.63 6.61 -2.69 0.23
H 1.20 7.58 -1.30 0.38
H 1.61 6.83 0.26 0.35
H -0.06 7.30 -0.09 0.41
H 0.36 6.37 -3.44 0.46
H -1.27 6.10 -2.78 0.40
H -0.41 4.77 -3.58 0.29
O -1.55 2.73 1.17 -0.61
C -2.07 2.50 0.11 0.14
N -1.39 2.25 -1.08 0.53
S -2.39 1.93 -2.28 0.97
O -1.96 0.52 -2.56 -0.72
O -2.36 2.78 -3.43 -0.73
C -3.89 2.02 -1.39 0.50
C -5.19 1.81 -1.81 -0.86
C -6.18 1.96 -0.85 -0.54
C -5.87 2.32 0.46 -0.61
C -4.55 2.53 0.85 -0.43
C -3.56 2.38 -0.10 0.14
H -5.42 1.54 -2.83 0.53
H -7.22 1.80 -1.12 0.44
H -6.66 2.42 1.18 0.44
H -4.29 2.80 1.86 0.53
C 2.95 -3.47 2.02 -1.20
C 2.17 -2.70 3.05 1.11
C 2.84 -2.01 4.05 -1.10
C 2.14 -1.29 5.00 -0.85
C 0.76 -1.23 4.94 -0.82
C 0.08 -1.91 3.94 -0.33
N -1.34 -1.84 3.96 0.07
C -2.27 -1.60 2.97 -0.01
C -3.59 -1.97 3.27 -0.70
C -4.61 -1.86 2.36 -0.94
C -4.35 -1.40 1.07 -1.37
C -3.07 -1.01 0.76 -0.61
C -2.02 -1.05 1.69 1.16
C -0.74 -0.38 1.33 0.55
O 0.03 0.07 2.14 -0.64
O -0.53 -0.30 0.03 0.93
C 0.77 -2.69 3.01 1.12
C 0.05 -3.50 1.96 -0.83
H 4.02 -3.28 2.12 0.44
H 2.65 -3.19 1.00 -0.10
H 2.79 -4.55 2.11 0.38
H 3.92 -2.03 4.07 0.40
H 2.67 -0.75 5.78 0.38
H 0.20 -0.63 5.64 0.44
H -1.74 -1.91 4.88 0.30
H -3.79 -2.39 4.25 0.42
H -5.61 -2.17 2.64 0.42
H -5.14 -1.33 0.33 0.52
H -2.85 -0.63 -0.23 0.70
H -0.97 -3.73 2.26 0.36
H 0.57 -4.44 1.77 0.51
H -0.01 -2.98 1.00 -0.12
C 0.58 -6.75 -0.29 -1.73
C 0.67 -5.40 -0.95 0.38
C 1.88 -4.75 -1.12 -0.32
C 1.97 -3.49 -1.71 1.00
C 3.34 -2.87 -1.84 -1.68
C 0.80 -2.86 -2.15 -0.14
Te 1.01 -0.98 -3.16 -0.13
C -0.43 -3.50 -2.01 1.00
C -1.74 -2.96 -2.51 -1.62
C -0.47 -4.76 -1.40 -0.67
H 1.57 -7.11 -0.02 0.34
H 0.12 -7.48 -0.94 0.46
H -0.02 -6.69 0.63 0.33
H 2.79 -5.23 -0.78 0.25
H 4.09 -3.50 -1.36 0.36
H 3.37 -1.88 -1.38 0.11
H 3.62 -2.74 -2.88 0.49
H -1.72 -1.89 -2.68 -0.01
H -2.54 -3.18 -1.80 0.36
H -2.00 -3.42 -3.46 0.41
H -1.44 -5.24 -1.28 0.41